Entry from the OMol25 dataset: a molecular structure, C62H57BKN15O3S2Se (ωB97M-V/def2-TZVPD).

Its LUMO energy is 0.1375 Eh. The value obtained for the relative energy (zero: lowest compared OMol25 entry of this formula, charge and spin) is 0.0 kcal per mole. The gap between HOMO and LUMO comes out at 5.653 eV. The HOMO energy comes out at -1.910 eV. Its molecular weight is 1253.24 g mol⁻¹. As for the multiplicity: 1. As for the net charge: -2.

```
142
Properties=species:S:1:pos:R:3:forces:R:3
K -0.51258 -0.08157 0.06957 -0.700 0.295 -0.068
C 4.01767 -2.53796 3.68009 0.008 0.078 0.012
C 2.71395 -3.05217 3.68383 -0.044 -0.003 -0.083
N 1.83336 -2.12599 3.32252 0.125 -0.004 0.018
N 2.53709 -1.00176 3.08572 0.025 -0.177 0.001
C 3.84784 -1.22162 3.28767 0.001 0.016 -0.027
B 1.78086 0.27161 2.60520 -0.231 0.285 0.279
N 2.74558 1.27347 1.94251 -0.096 0.049 -0.224
C 3.80802 1.96555 2.40412 0.008 0.009 0.108
C 4.22756 2.83406 1.41980 0.031 -0.056 0.042
C 3.33157 2.59804 0.36364 -0.037 -0.051 -0.055
N 2.44405 1.66857 0.68566 0.089 -0.016 0.015
N 1.01047 0.93868 3.78149 -0.054 0.034 0.005
C 1.45019 1.63242 4.85062 0.085 -0.046 0.035
C 0.35603 2.11248 5.53888 0.071 -0.035 0.027
C -0.73837 1.64560 4.78787 -0.028 -0.017 -0.061
N -0.33815 0.94819 3.73495 0.040 0.030 0.039
H 4.94209 -3.04431 3.90508 -0.025 0.013 -0.001
H 2.36837 -4.04695 3.92450 0.035 0.009 -0.006
H 4.56922 -0.44536 3.09393 0.023 -0.045 0.010
H 0.93842 -0.00354 1.82987 0.301 -0.268 0.108
H 4.18022 1.80907 3.40550 0.019 0.033 -0.045
H 5.04574 3.53360 1.46391 -0.025 -0.006 0.003
H 3.28659 3.05511 -0.61495 0.052 -0.019 0.058
H 2.50730 1.72666 5.05212 -0.076 0.026 0.027
H 0.35729 2.69119 6.44814 -0.021 -0.001 -0.014
H -1.79784 1.78859 4.94974 0.029 0.018 0.022
O 1.59418 -1.32234 -0.60883 0.415 0.004 -0.197
S 2.37073 -0.49422 -1.58776 -0.334 -0.054 0.205
C 2.27933 -1.40569 -3.12733 0.222 -0.146 -0.015
C 2.01491 -0.73240 -4.30650 -0.033 -0.058 0.012
C 1.90302 -1.46654 -5.48471 0.006 0.092 -0.016
C 2.05352 -2.84092 -5.46725 0.007 -0.036 -0.016
C 2.30779 -3.50680 -4.27131 0.008 0.006 0.029
C 2.41899 -2.79023 -3.09456 -0.057 0.032 -0.045
C 4.08162 -0.86634 -1.18788 0.093 0.017 -0.126
C 4.35024 -1.61151 -0.05477 0.081 0.010 -0.028
C 5.67576 -1.83311 0.30550 -0.044 -0.040 0.042
C 6.70709 -1.30959 -0.45825 0.030 0.006 -0.006
C 6.42150 -0.55067 -1.58916 -0.024 0.021 -0.028
C 5.10500 -0.32120 -1.95368 0.041 -0.017 0.043
H 1.85846 0.33879 -4.30297 -0.012 0.028 0.011
H 1.65941 -0.95015 -6.40538 0.004 -0.020 0.004
H 1.93577 -3.40878 -6.38262 -0.009 0.011 0.016
H 2.38851 -4.58731 -4.25733 0.005 0.020 -0.004
H 2.58041 -3.28502 -2.14320 -0.001 0.014 -0.022
H 3.52264 -1.99823 0.52764 -0.005 0.011 0.002
H 5.89050 -2.41235 1.19604 0.010 0.012 -0.019
H 7.73775 -1.48296 -0.17104 -0.013 0.003 0.002
H 7.22586 -0.13170 -2.18232 -0.005 -0.009 0.014
H 4.86792 0.27690 -2.82737 -0.002 -0.012 0.014
O -3.32814 -3.18547 -6.44341 0.096 0.050 0.013
C -3.10938 -4.48998 -5.96727 -0.026 -0.045 0.115
N -2.93366 -4.58041 -4.53280 -0.091 0.218 -0.113
C -1.80354 -3.98123 -4.01194 0.223 -0.485 0.014
O -0.92953 -3.55104 -4.74207 -0.023 0.141 -0.094
C -1.70648 -3.97377 -2.53064 -0.174 0.245 0.002
C -2.24506 -4.97360 -1.72895 0.055 -0.062 -0.012
C -2.19690 -4.82191 -0.35673 0.022 0.100 0.017
C -1.68902 -3.63437 0.15810 -0.245 0.010 0.013
N -1.19357 -2.66559 -0.60294 0.411 -0.267 -0.068
C -1.14965 -2.85528 -1.91588 -0.334 0.066 0.087
H -2.53287 -2.67023 -6.22990 -0.103 0.007 0.022
H -2.22336 -4.92754 -6.43031 0.025 -0.007 0.010
H -3.98681 -5.07346 -6.24297 -0.007 0.002 0.019
H -3.76328 -4.49672 -3.96285 -0.023 -0.002 0.009
H -2.68063 -5.86052 -2.17524 -0.009 0.024 -0.016
H -2.59154 -5.57488 0.31183 -0.011 -0.005 -0.009
H -1.74053 -3.42945 1.22340 0.063 -0.029 -0.033
H -0.75262 -2.04799 -2.52298 0.121 -0.031 0.006
C -6.32671 -2.17348 -4.16767 0.012 -0.062 -0.055
C -5.89296 -1.07493 -3.23330 -0.055 0.064 0.078
C -6.11190 0.26417 -3.54019 -0.008 -0.002 0.116
C -5.60621 1.17300 -2.61902 -0.030 -0.026 0.014
N -4.98690 0.82991 -1.50679 -0.005 0.029 -0.089
C -4.81294 -0.50370 -1.26664 -0.032 0.005 0.134
S -4.02760 -0.98586 0.17437 -0.035 0.074 -0.056
N -5.25906 -1.45589 -2.13482 -0.021 -0.086 -0.156
H -7.20103 -1.88743 -4.75659 0.013 0.012 0.036
H -6.54628 -3.07315 -3.59257 -0.036 0.018 0.014
H -5.52213 -2.41504 -4.87004 0.028 0.048 0.004
H -6.61109 0.58293 -4.44530 0.001 -0.025 -0.010
H -5.71325 2.24321 -2.79432 0.012 -0.026 0.008
C -3.35708 3.55224 1.73830 0.023 -0.008 -0.007
C -2.82071 2.54453 0.94090 -0.037 0.142 -0.022
N -1.50972 2.43790 0.73119 -0.040 -0.119 0.121
C -0.69341 3.31104 1.30367 0.011 -0.139 0.036
C -1.12924 4.36607 2.09924 0.030 0.056 0.009
C -2.50116 4.46572 2.32750 0.018 -0.090 -0.015
C -0.19161 5.29217 2.75314 -0.078 -0.022 0.069
C 0.93914 5.84221 2.30515 0.148 -0.007 -0.086
C 1.60117 5.75004 0.99016 -0.037 0.011 0.050
C 0.98446 5.39230 -0.20595 0.085 -0.001 -0.106
C 1.76710 5.37473 -1.34528 -0.169 0.045 0.060
N 3.06166 5.69488 -1.33582 0.066 0.016 -0.066
C 3.54743 6.03962 -0.15106 -0.004 0.033 0.102
N 2.89782 6.09908 1.00311 -0.009 0.015 -0.085
H -4.42735 3.59554 1.89192 0.007 0.018 0.024
H -3.45662 1.79821 0.46953 0.033 0.002 -0.003
H 0.36891 3.14149 1.14041 -0.054 -0.013 0.024
H -2.88355 5.25202 2.97059 -0.008 0.004 -0.006
H -0.45638 5.53945 3.77852 -0.032 0.034 -0.022
H 1.51904 6.44339 2.99636 -0.022 -0.016 0.039
H -0.05705 5.11652 -0.26334 0.011 0.031 0.021
H 1.33218 5.08516 -2.29453 0.034 -0.021 -0.032
H 4.59953 6.30928 -0.11879 -0.010 -0.005 -0.015
C -3.43078 -0.77654 6.61254 0.059 -0.017 -0.033
N -2.11648 -1.18564 6.18476 -0.065 0.078 0.078
C -1.82692 -1.75956 4.97840 0.107 -0.163 -0.126
Se -3.00892 -2.20627 3.66276 0.083 0.059 0.091
N -0.48268 -1.95219 4.96040 -0.288 0.070 -0.009
C 0.09258 -1.48087 6.12376 0.044 -0.058 0.019
C 1.40298 -1.45388 6.57428 -0.070 0.086 -0.062
C 1.62258 -0.92860 7.84208 0.088 0.000 0.007
C 0.57717 -0.45560 8.63197 -0.046 0.040 0.052
C -0.73864 -0.48849 8.18209 0.026 0.009 -0.070
C -0.95537 -1.00345 6.91562 -0.004 -0.058 0.034
H -4.07826 -0.78138 5.73798 -0.014 0.013 0.011
H -3.37386 0.22821 7.03390 -0.026 0.007 -0.009
H -3.83271 -1.46429 7.36031 0.006 0.005 0.010
H 0.03868 -2.17461 4.11089 0.113 0.059 0.033
H 2.21522 -1.80561 5.95128 -0.014 0.008 0.038
H 2.63555 -0.88242 8.22461 -0.021 0.006 -0.019
H 0.79103 -0.05104 9.61417 0.003 -0.010 -0.020
H -1.55417 -0.11798 8.79010 0.008 -0.011 -0.004
C -2.59932 0.18229 -5.89169 -0.037 0.001 0.003
C -2.88003 -0.29650 -4.59061 0.065 -0.013 -0.015
C -2.09688 0.09319 -3.54034 0.102 -0.029 0.054
C -0.97723 0.96214 -3.69574 -0.161 -0.112 0.221
C -0.14615 1.25150 -2.54539 -0.010 0.223 -0.547
C 0.80604 2.22582 -2.82988 0.167 -0.106 0.316
C 1.02086 2.82245 -4.09415 -0.034 0.013 -0.155
C 0.27890 2.44113 -5.18276 -0.018 -0.055 0.109
C -0.75720 1.48860 -4.99896 0.111 0.075 -0.122
C -1.57158 1.06309 -6.08274 0.007 0.036 0.021
H -3.21929 -0.12334 -6.72921 0.008 -0.019 0.023
H -3.71840 -0.95771 -4.41396 0.057 0.013 -0.098
H -2.33932 -0.23651 -2.53434 0.052 -0.075 -0.016
H 1.50347 2.52052 -2.03775 -0.061 -0.023 -0.054
H 1.81429 3.55850 -4.21975 -0.020 0.011 0.022
H 0.45300 2.86315 -6.16861 0.010 -0.012 0.007
H -1.37154 1.46866 -7.07151 0.002 -0.014 -0.001
```
Forces are in eV/Å.


Entry from the OMol25 dataset: C20H28NO5P in the gas phase (ωB97M-V/def2-TZVPD).

The SMILES is CCCO[P@](=O)(c1ccc(N(C)C)cc1)[C@@H](O)c1cc(OC)ccc1OC. Its LUMO energy is 0.0204 Eh. The value obtained for the relative energy (zero: lowest compared OMol25 entry of this formula, charge and spin) is 0.9 kcal per mole. The gap between HOMO and LUMO comes out at 8.339 eV. The HOMO energy comes out at -7.782 eV. Its molecular weight is 393.42 g mol⁻¹. As for the multiplicity: 1. As for the net charge: 0.

```
55
Properties=species:S:1:pos:R:3:forces:R:3
C -4.24418 -2.41128 1.23188 0.139 -0.155 -0.007
C -3.05703 -3.36460 1.26405 0.129 0.374 0.007
C -1.77876 -2.67442 1.72992 -0.161 -0.653 0.358
O -1.44785 -1.55726 0.91596 0.365 0.467 -0.735
P -0.55997 -1.77547 -0.41682 -0.066 0.765 0.512
O -0.57503 -3.16078 -0.91720 0.059 -0.383 -0.343
C 1.07372 -1.13117 0.00324 -0.747 -0.358 -0.130
C 2.19212 -1.66744 -0.61686 -0.100 -0.010 0.040
C 3.45194 -1.18482 -0.33931 0.211 -0.038 -0.065
C 3.63793 -0.13205 0.57181 -0.133 0.029 -0.095
N 4.88424 0.38600 0.82056 0.183 0.060 0.046
C 6.05332 -0.25418 0.26776 -0.020 -0.111 -0.111
C 5.07222 1.31429 1.90966 -0.143 0.090 0.059
C 2.49368 0.39358 1.19667 0.082 0.153 0.163
C 1.23739 -0.09552 0.91310 -0.007 -0.141 0.007
C -1.44963 -0.62558 -1.59372 0.983 -0.463 0.220
O -2.74421 -1.13595 -1.73249 -0.540 -0.138 -0.037
C -1.42729 0.75943 -1.04539 0.054 0.188 -0.118
C -2.47174 1.26145 -0.30206 0.011 0.188 0.048
C -2.40781 2.54066 0.25294 0.102 -0.045 -0.062
O -3.50325 2.93441 0.96774 0.024 -0.277 -0.137
C -3.50855 4.22469 1.52365 0.005 0.162 0.069
C -1.26909 3.30396 0.05223 -0.299 0.089 0.211
C -0.21363 2.80349 -0.70152 0.254 -0.186 -0.215
C -0.27837 1.53940 -1.25788 -0.052 0.121 -0.070
O 0.70130 0.96290 -2.02402 -0.452 0.067 0.084
C 1.90016 1.67158 -2.21168 0.198 0.097 -0.042
H -5.14019 -2.93288 0.90429 -0.130 0.017 -0.010
H -4.42589 -1.99372 2.22004 -0.087 0.083 0.106
H -4.04659 -1.59622 0.54110 -0.051 0.099 -0.048
H -3.25590 -4.19699 1.94282 0.051 -0.062 -0.021
H -2.88026 -3.77150 0.26755 0.043 -0.129 0.023
H -0.95438 -3.39519 1.73061 -0.035 0.098 0.078
H -1.90570 -2.27185 2.74021 0.033 -0.072 -0.088
H 2.05786 -2.48063 -1.31419 0.065 -0.113 -0.087
H 4.29585 -1.63544 -0.83465 0.103 -0.033 -0.028
H 6.94013 0.30950 0.54804 -0.041 -0.007 -0.014
H 5.99814 -0.26901 -0.82279 0.073 -0.067 -0.003
H 6.17020 -1.28316 0.62740 0.038 -0.025 -0.049
H 4.74233 0.89517 2.86689 -0.007 0.050 0.029
H 6.12667 1.56603 1.99300 -0.034 -0.009 -0.023
H 4.52085 2.23992 1.72579 0.009 0.023 0.099
H 2.58132 1.19602 1.91096 0.040 0.072 0.066
H 0.36926 0.32198 1.40145 -0.045 0.087 0.102
H -0.90278 -0.65598 -2.54919 -0.037 -0.009 0.221
H -2.66042 -2.09321 -1.84600 -0.070 0.032 -0.059
H -3.35495 0.66546 -0.14760 -0.125 -0.111 0.029
H -4.47163 4.32803 2.02146 0.083 0.044 -0.017
H -2.70734 4.35161 2.25987 -0.014 0.001 -0.036
H -3.41675 4.99697 0.75238 0.014 -0.026 0.026
H -1.17628 4.29467 0.46844 -0.039 0.081 0.049
H 0.65626 3.42565 -0.84100 0.098 0.023 -0.042
H 2.53830 1.01578 -2.80178 0.015 0.077 0.031
H 2.39078 1.88511 -1.25688 -0.027 0.004 -0.019
H 1.73400 2.60591 -2.75870 0.000 -0.022 0.029
```
Forces are in eV/Å.


Entry from the OMol25 dataset: a molecular structure, C38H42N6O4SW (ωB97M-V/def2-TZVPD).

Its LUMO energy (spin up / spin down) is 0.0060 / 0.0060 Eh. The value obtained for the relative energy (zero: lowest compared OMol25 entry of this formula, charge and spin) is 0.0 kcal per mole. The gap between HOMO and LUMO (spin up / spin down) comes out at 6.417 / 6.418 eV. The HOMO energy (spin up / spin down) comes out at -6.253 / -6.254 eV. Its molecular weight is 862.70 g mol⁻¹. As for the multiplicity: 1. As for the net charge: 0.

```
92
Properties=species:S:1:pos:R:3:forces:R:3
W 0.32238 -0.34087 -0.33018 0.156 -0.550 -0.061
C -4.91087 -1.04347 -5.01096 -0.016 0.006 -0.007
C -4.59168 -0.05350 -3.88184 0.023 0.000 -0.018
C -3.41959 0.81954 -4.32750 0.012 0.025 -0.018
C -5.80523 0.85281 -3.63676 -0.006 0.017 -0.011
C -4.27929 -0.83565 -2.60865 0.091 -0.042 0.070
C -5.25066 -1.69916 -2.07786 -0.011 0.009 -0.059
C -5.01755 -2.45877 -0.95138 -0.053 -0.076 0.046
C -3.78343 -2.35648 -0.32442 0.077 0.107 -0.009
S -3.19491 -3.19670 1.08017 0.089 0.033 0.014
C -1.68176 -2.34553 0.93217 -0.126 0.261 -0.265
N -1.61665 -1.48443 -0.07081 -0.732 -0.034 -0.255
C -2.80565 -1.48834 -0.81316 0.023 0.027 0.004
C -3.05576 -0.73375 -1.96277 -0.114 -0.122 0.026
C -0.53048 -2.49497 1.73788 0.182 -0.200 0.309
C -0.49397 -3.30722 2.89139 -0.070 0.029 -0.123
C 0.64853 -3.37756 3.63851 0.042 -0.020 0.058
C 1.77320 -2.63861 3.22249 -0.013 0.043 -0.065
C 1.73455 -1.85480 2.09415 0.104 -0.120 0.041
C 0.57355 -1.72895 1.28000 0.049 0.309 -0.362
H -5.12685 -0.50091 -5.93355 -0.004 0.002 -0.005
H -5.77688 -1.66302 -4.77568 -0.007 -0.006 -0.002
H -4.06213 -1.70570 -5.19443 0.010 0.000 0.003
H -3.69318 1.34910 -5.24178 -0.002 -0.006 -0.013
H -2.52925 0.22427 -4.54218 -0.001 -0.029 0.001
H -3.15256 1.56927 -3.58313 0.016 0.031 0.048
H -6.04973 1.40470 -4.54654 0.000 0.005 -0.008
H -5.59401 1.57606 -2.84754 0.010 0.002 0.009
H -6.68678 0.28147 -3.34458 -0.009 -0.013 0.000
H -6.21106 -1.78747 -2.56860 -0.014 0.004 0.007
H -5.78049 -3.12592 -0.57190 -0.001 -0.001 0.012
H -2.28085 -0.09038 -2.34227 0.037 0.063 -0.025
H -1.37488 -3.86866 3.18636 -0.015 0.007 0.000
H 0.69277 -3.99187 4.52796 -0.002 0.006 0.005
H 2.68665 -2.68659 3.80409 0.007 -0.013 0.001
H 2.63055 -1.30937 1.82516 0.022 0.019 -0.038
C -0.87792 0.43070 3.34196 0.022 -0.088 0.031
C -1.20172 1.27550 2.16715 0.058 0.044 0.064
N -0.85595 1.08370 0.90149 0.309 0.012 0.029
C -1.38232 2.12862 0.17398 -0.244 0.152 0.242
C -2.05490 2.97200 1.01381 0.092 -0.169 -0.117
N -1.91822 2.41004 2.25879 0.024 0.011 -0.090
C -2.83284 4.23625 0.88946 0.122 -0.230 0.138
O -2.96265 4.74939 -0.31118 0.213 -0.240 -0.498
O -3.30193 4.72283 1.89125 -0.022 0.060 -0.076
C -1.18626 2.13729 -1.29357 -0.116 0.259 -0.127
O -1.64487 3.05748 -1.97605 -0.105 0.062 0.202
O -0.54939 1.12296 -1.73666 0.053 -0.224 0.186
H 0.00151 -0.17956 3.14174 -0.129 0.028 0.058
H -1.71179 -0.23557 3.56947 0.009 -0.024 0.000
H -0.68805 1.05903 4.21187 -0.003 0.005 0.016
H -2.31397 2.82418 3.08972 -0.012 0.011 -0.001
H -2.49937 4.18561 -1.01155 -0.105 0.142 0.294
N 0.03696 -3.16442 -3.56356 0.007 0.043 0.174
C 0.10442 -2.03632 -4.34910 -0.017 0.086 -0.116
C 0.16969 -0.98630 -3.49372 -0.090 -0.027 -0.005
N 0.13789 -1.46323 -2.19840 0.282 -0.351 0.071
C 0.06386 -2.77597 -2.27878 -0.082 0.006 -0.005
H -0.02374 -4.11485 -3.88361 -0.004 -0.003 0.000
H 0.10069 -2.08327 -5.42270 0.000 0.010 -0.001
H 0.22133 0.06762 -3.69464 0.008 0.036 -0.010
H 0.01973 -3.44612 -1.43638 0.009 0.007 0.007
C 2.12187 1.67344 2.41595 -0.046 -0.050 -0.002
C 2.89239 2.30274 1.25681 0.017 0.010 -0.004
C 2.00234 3.04965 0.26534 0.023 0.050 -0.049
C 3.83351 1.30881 0.59798 0.080 -0.040 0.026
C 5.19228 1.51872 0.80692 0.030 -0.006 0.001
C 6.15266 0.67326 0.28537 0.004 0.017 0.000
C 5.74783 -0.40381 -0.47991 -0.002 0.026 -0.019
C 4.40558 -0.66511 -0.73059 -0.003 0.035 0.086
C 4.11451 -1.84012 -1.64917 0.017 0.098 -0.038
C 3.28081 -2.95723 -1.03098 -0.087 -0.010 0.105
C 3.53626 -1.35178 -2.97593 0.030 -0.033 -0.054
C 3.42872 0.19386 -0.17098 -0.183 -0.335 0.003
N 2.06425 -0.05761 -0.35090 -0.020 0.733 0.110
H 1.49770 2.42406 2.90978 -0.011 0.005 -0.004
H 2.81284 1.26415 3.15530 0.006 0.019 0.021
H 1.48411 0.85591 2.08328 0.108 0.077 -0.036
H 3.54205 3.06048 1.70712 0.005 -0.034 -0.039
H 1.34454 2.37749 -0.27722 -0.030 -0.022 -0.017
H 2.61394 3.57001 -0.47369 0.003 0.020 0.012
H 1.39611 3.79563 0.78537 -0.022 -0.013 0.005
H 5.49471 2.37303 1.40120 0.019 0.000 -0.001
H 7.20359 0.85716 0.46506 0.013 -0.001 0.007
H 6.48962 -1.06627 -0.91024 0.019 0.005 0.011
H 5.09235 -2.27733 -1.87540 -0.016 0.037 0.031
H 2.24440 -2.65569 -0.88800 0.052 0.026 0.056
H 3.67065 -3.24445 -0.05421 0.039 -0.025 0.023
H 3.30864 -3.83884 -1.67699 -0.026 0.000 -0.021
H 2.58820 -0.84565 -2.82223 -0.039 0.025 0.026
H 3.37842 -2.19210 -3.65779 -0.039 0.007 -0.009
H 4.21417 -0.64553 -3.45788 0.025 -0.015 -0.005
```
Forces are in eV/Å.